# 1
Density functional theory data (the ωB97M-V functional and the def2-TZVPD basis) for C60H132CdN8O16Tl as an isolated structure.

Output
F_max: 5.03 eV/Å
HOMO-LUMO gap: 1.64 eV
calculated total energy: -4346.63346 Ha

```
! wB97M-V def2-TZVPD RIJCOSX def2/J DEFGRID3
* xyz 1 1
Cd -0.091 -0.768 3.497
Tl -1.796 4.037 3.036
C -0.454 1.189 -0.235
C -0.436 0.821 1.239
O -0.280 1.671 2.163
O -0.427 -0.416 1.480
H -1.497 1.144 -0.548
H 0.123 0.471 -0.819
H -0.189 2.231 -0.419
C -4.282 -0.481 4.947
C -3.069 0.168 4.265
O -2.107 -0.531 4.005
O -3.149 1.384 3.880
H -4.559 -0.345 5.993
H -4.180 -1.560 5.067
H -5.182 -0.317 4.355
C 3.395 0.968 3.968
C 2.104 0.202 4.051
O 1.152 0.649 4.702
O 2.041 -0.997 3.664
H 3.742 0.504 3.044
H 4.206 0.752 4.664
H 3.174 2.027 3.836
C -3.864 4.832 -1.234
C -2.769 4.520 -0.217
O -2.784 3.362 0.245
O -2.352 5.479 0.503
H -4.704 4.155 -1.078
H -3.516 4.426 -2.184
H -3.987 5.911 -1.332
C 0.019 2.914 8.007
C -0.885 2.943 6.734
C -2.109 3.879 7.075
O -2.920 3.883 5.947
C -3.914 4.857 6.204
N -0.112 3.437 5.557
H 0.213 3.921 8.377
H 0.871 2.241 7.912
H -0.493 2.394 8.817
H -1.216 1.966 6.381
H -1.737 4.842 7.426
H -2.649 3.275 7.804
H -4.427 4.595 7.129
H -4.603 4.806 5.360
H -3.605 5.894 6.334
H 0.347 4.263 5.912
H 0.538 2.666 5.599
C 1.781 6.127 1.502
C 1.822 4.643 1.209
C 3.271 4.160 1.249
O 3.786 4.353 2.586
C 5.205 3.952 2.594
N 1.120 3.971 2.249
H 2.426 6.742 0.875
H 2.088 6.397 2.512
H 0.761 6.335 1.180
H 1.367 4.489 0.231
H 3.900 4.658 0.511
H 3.427 3.121 0.960
H 5.182 2.891 2.346
H 5.878 4.170 3.424
H 5.686 4.330 1.692
H 1.308 3.016 1.979
H 1.713 3.991 3.067
C 1.507 -8.724 4.029
C 2.924 -8.221 3.770
C 3.076 -6.817 4.387
O 2.459 -5.809 3.493
C 2.952 -4.502 3.899
N 3.828 -9.143 4.531
H 1.265 -8.578 5.081
H 1.583 -9.805 3.909
H 0.726 -8.291 3.403
H 3.266 -8.328 2.740
H 4.112 -6.518 4.551
H 2.710 -6.794 5.413
H 2.614 -4.266 4.908
H 2.701 -3.675 3.235
H 4.037 -4.556 3.983
H 3.913 -8.781 5.470
H 4.790 -9.192 4.229
C -0.916 -5.044 4.053
C -0.832 -3.584 4.260
C -0.444 -3.158 5.674
O -0.322 -1.712 5.733
C -0.418 -1.076 7.071
N -0.019 -3.006 3.249
H -1.109 -5.569 4.989
H 0.035 -5.526 3.825
H -1.477 -5.309 3.157
H -1.801 -3.094 4.158
H 0.423 -3.589 6.174
H -1.280 -3.493 6.287
H -1.420 -0.783 7.385
H 0.175 -0.162 7.058
H 0.003 -1.706 7.854
H 0.776 -3.615 3.120
H -0.619 -3.007 2.437
C 4.040 -1.122 -4.331
C 4.312 -1.342 -2.834
C 3.551 -0.272 -2.111
C 3.400 -0.385 -0.623
C 2.696 -1.729 -0.360
C 3.346 -2.949 -1.072
N 3.795 -2.649 -2.465
O 4.423 -3.746 -3.146
C 4.522 -3.282 -0.049
C 2.260 -4.175 -0.992
C 5.833 -1.303 -2.498
H 2.984 -1.039 -4.590
H 4.500 -1.902 -4.938
H 4.648 -0.249 -4.565
H 3.970 0.695 -2.393
H 2.498 -0.284 -2.390
H 2.798 0.425 -0.214
H 4.425 -0.342 -0.253
H 1.654 -1.512 -0.593
H 2.842 -1.757 0.719
H 5.298 -2.524 0.059
H 4.106 -3.503 0.934
H 5.128 -4.121 -0.393
H 1.374 -3.755 -1.468
H 2.845 -4.860 -1.606
H 2.039 -4.551 0.007
H 6.171 -0.742 -1.627
H 6.401 -1.023 -3.385
H 6.331 -2.272 -2.447
H 3.674 -3.921 -3.721
C -3.338 1.081 -3.057
C -3.434 1.307 -4.586
C -1.960 1.418 -4.997
C -1.773 1.112 -6.539
C -2.519 -0.178 -6.931
C -4.024 -0.198 -6.572
N -4.262 0.254 -5.151
O -5.590 0.202 -4.682
C -4.777 0.669 -7.634
C -4.458 -1.688 -6.694
C -4.182 2.616 -4.792
H -3.036 0.057 -2.835
H -4.329 1.218 -2.625
H -2.623 1.784 -2.629
H -1.608 2.438 -4.847
H -1.362 0.802 -4.325
H -0.713 1.076 -6.791
H -2.129 1.951 -7.137
H -2.018 -1.107 -6.660
H -2.491 -0.179 -8.021
H -5.808 0.888 -7.355
H -4.284 1.584 -7.962
H -4.820 -0.039 -8.462
H -4.073 -2.176 -7.590
H -4.076 -2.300 -5.877
H -5.534 -1.839 -6.777
H -3.623 3.530 -4.586
H -5.102 2.652 -4.208
H -4.562 2.831 -5.790
H -5.550 -0.499 -4.027
C -1.618 -4.976 -0.809
C -2.374 -3.615 -1.217
C -3.321 -3.925 -2.353
C -4.587 -4.572 -1.978
C -5.407 -3.743 -0.855
C -4.471 -3.517 0.386
N -3.087 -3.040 -0.018
O -2.408 -2.902 1.167
C -5.140 -2.373 1.053
C -4.416 -4.836 1.195
C -1.313 -2.552 -1.665
H -1.322 -5.384 -1.775
H -2.253 -5.786 -0.450
H -0.916 -4.946 0.024
H -3.373 -3.085 -3.045
H -2.968 -4.669 -3.067
H -4.460 -5.599 -1.636
H -5.300 -4.543 -2.802
H -6.332 -4.177 -0.475
H -5.459 -2.743 -1.284
H -4.943 -2.311 2.124
H -4.789 -1.431 0.634
H -6.227 -2.369 0.968
H -5.364 -5.336 1.394
H -3.987 -5.494 0.438
H -3.769 -4.968 2.062
H -0.526 -2.464 -0.916
H -1.710 -1.581 -1.963
H -0.725 -2.703 -2.571
H -2.038 -2.016 1.150
C 4.508 5.135 -4.481
C 3.084 5.280 -5.061
C 2.813 4.119 -6.032
C 2.174 2.924 -5.306
C 1.151 3.392 -4.398
C 1.418 4.532 -3.328
N 2.042 5.627 -4.067
O 2.247 6.710 -3.203
C 0.015 4.877 -2.899
C 2.328 4.021 -2.245
C 3.243 6.628 -5.898
H 4.577 4.200 -3.924
H 4.831 5.948 -3.830
H 5.226 5.078 -5.299
H 2.083 4.424 -6.782
H 3.719 3.805 -6.549
H 2.841 2.272 -4.742
H 1.595 2.437 -6.090
H 0.641 2.552 -3.925
H 0.405 3.839 -5.055
H 0.005 5.798 -2.317
H -0.585 4.857 -3.809
H -0.422 4.143 -2.222
H 3.091 3.388 -2.698
H 3.024 4.707 -1.763
H 1.812 3.453 -1.471
H 3.592 7.406 -5.219
H 2.309 7.002 -6.317
H 4.043 6.641 -6.638
H 1.470 7.211 -3.461
*
```

---

# 2
Density functional theory data (the ωB97M-V functional and the def2-TZVPD basis) for a 14-piece molecular cluster, C60H146B4F16N9O22 overall.

Output
F_max: 5.12 eV/Å
HOMO-LUMO gap: 6.97 eV
calculated total energy: -6218.53148 Ha

```
! wB97M-V def2-TZVPD RIJCOSX def2/J DEFGRID3
* xyz 3 1
C 0.388 2.444 -0.540
C -0.814 1.775 -0.339
C -0.957 0.297 -0.119
O -2.011 -0.406 0.060
C 0.107 -0.559 -0.255
C 1.385 0.019 -0.544
C 1.574 1.655 -0.562
O 2.731 2.160 -0.535
O 2.351 -0.663 -0.962
O -1.950 2.440 -0.393
H 0.531 3.493 -0.754
H -0.052 -1.627 -0.228
C 6.223 3.897 -2.678
O 5.337 2.805 -2.788
C 4.355 3.103 -3.697
C 3.219 2.062 -3.710
N 3.653 0.636 -3.310
H 3.731 0.564 -2.305
H 2.868 0.012 -3.427
C 4.921 0.071 -4.031
C 5.393 -1.140 -3.285
O 5.841 -0.581 -2.081
C 6.516 -1.465 -1.212
H 6.524 4.155 -3.693
H 7.068 3.740 -2.008
H 5.702 4.765 -2.275
H 4.820 2.981 -4.675
H 4.021 4.135 -3.587
H 2.565 1.968 -4.577
H 2.508 2.284 -2.914
H 5.700 0.834 -4.023
H 4.647 -0.101 -5.072
H 6.241 -1.496 -3.870
H 4.596 -1.881 -3.223
H 5.898 -2.312 -0.915
H 6.778 -1.072 -0.229
H 7.411 -1.913 -1.645
C 3.109 9.209 -3.417
O 2.970 7.928 -2.923
C 1.644 7.340 -2.842
C 1.744 5.971 -2.147
N 2.480 6.231 -0.804
H 3.283 6.838 -0.882
H 1.812 6.804 -0.309
C 2.812 4.998 0.124
C 3.716 5.386 1.248
O 4.949 5.731 0.618
C 5.935 4.819 0.841
H 2.837 9.152 -4.470
H 4.125 9.600 -3.356
H 2.420 9.900 -2.932
H 1.177 7.115 -3.801
H 1.050 8.107 -2.346
H 2.290 5.219 -2.717
H 0.835 5.483 -1.796
H 3.347 4.201 -0.391
H 1.794 4.750 0.426
H 3.740 4.627 2.030
H 3.398 6.183 1.920
H 6.167 4.792 1.905
H 6.817 5.277 0.392
H 5.814 3.897 0.272
C 0.246 3.214 7.677
O 1.369 2.623 7.072
C 2.683 2.709 7.619
C 3.510 1.515 7.582
N 3.638 0.940 6.187
H 3.198 0.036 6.086
H 3.203 1.555 5.515
C 5.103 0.810 5.630
C 5.124 0.328 4.141
O 4.334 1.396 3.419
C 4.407 1.322 1.965
H 0.437 4.276 7.828
H -0.056 2.658 8.565
H -0.497 3.236 6.880
H 2.805 3.067 8.641
H 3.040 3.546 7.019
H 3.002 0.684 8.071
H 4.519 1.833 7.847
H 5.743 0.212 6.279
H 5.384 1.861 5.560
H 4.961 -0.740 4.001
H 6.154 0.476 3.818
H 5.447 1.295 1.638
H 3.956 2.213 1.529
H 3.705 0.557 1.635
C -4.980 0.922 5.910
O -4.516 0.987 4.562
C -5.104 1.911 3.693
C -4.464 1.645 2.280
N -2.944 1.523 2.339
H -2.584 0.681 2.765
H -2.647 1.504 1.373
C -2.150 2.593 3.040
C -0.823 2.104 3.601
O -0.878 0.744 4.127
C 0.370 0.307 4.554
H -6.000 0.546 5.992
H -4.917 1.806 6.546
H -4.466 0.088 6.388
H -4.880 2.892 4.112
H -6.188 1.959 3.587
H -4.530 2.438 1.535
H -4.888 0.718 1.892
H -2.836 3.052 3.752
H -2.013 3.288 2.212
H -0.399 2.805 4.321
H -0.075 2.009 2.813
H 0.972 1.065 5.055
H 0.935 -0.185 3.762
H 0.200 -0.367 5.394
C -3.780 -1.976 4.379
O -3.452 -3.090 3.634
C -3.274 -2.826 2.244
C -3.026 -4.033 1.358
N -4.299 -4.816 0.971
H -4.858 -4.381 0.252
H -3.977 -5.686 0.572
C -5.145 -5.098 2.256
C -6.081 -6.183 1.904
O -6.965 -5.776 0.905
C -7.789 -6.864 0.425
H -3.796 -2.135 5.457
H -4.764 -1.588 4.113
H -3.135 -1.117 4.194
H -2.365 -2.288 1.978
H -4.123 -2.288 1.822
H -2.427 -4.740 1.933
H -2.360 -3.886 0.507
H -5.599 -4.181 2.630
H -4.375 -5.363 2.981
H -6.713 -6.400 2.765
H -5.436 -6.998 1.575
H -7.075 -7.437 -0.166
H -8.650 -6.483 -0.124
H -8.197 -7.456 1.245
C -1.167 -0.576 -5.810
O -2.253 -1.008 -4.960
C -1.928 -1.472 -3.674
C -3.185 -1.982 -2.924
N -4.419 -1.029 -3.136
H -4.447 -0.690 -4.087
H -5.301 -1.469 -2.913
C -4.545 0.262 -2.356
C -5.633 0.942 -2.987
O -5.459 1.073 -4.396
C -6.517 1.846 -5.023
H -0.583 -1.482 -5.978
H -0.547 0.214 -5.388
H -1.488 -0.208 -6.784
H -1.537 -0.672 -3.046
H -1.120 -2.182 -3.493
H -3.014 -2.140 -1.859
H -3.497 -2.981 -3.230
H -3.581 0.766 -2.422
H -4.672 0.025 -1.299
H -5.680 1.947 -2.568
H -6.570 0.390 -2.917
H -6.069 2.356 -5.876
H -6.953 2.665 -4.451
H -7.330 1.222 -5.394
C 0.451 -3.790 3.581
O 1.036 -3.858 2.328
C 2.183 -3.017 2.128
C 2.984 -3.314 0.833
N 2.008 -3.259 -0.307
H 1.217 -3.787 0.032
H 1.858 -2.289 -0.547
C 2.478 -3.853 -1.626
C 1.466 -4.295 -2.653
O 0.131 -4.466 -2.079
C -0.689 -5.207 -3.012
H -0.239 -2.971 3.781
H 1.101 -3.922 4.446
H -0.214 -4.649 3.671
H 2.735 -3.074 3.066
H 1.906 -1.967 2.044
H 3.348 -4.332 0.695
H 3.836 -2.662 0.640
H 2.894 -4.837 -1.407
H 3.197 -3.152 -2.049
H 1.868 -5.161 -3.178
H 1.247 -3.526 -3.394
H -0.273 -6.074 -3.526
H -0.996 -4.484 -3.767
H -1.661 -5.479 -2.601
C 6.491 -9.127 1.582
O 6.924 -9.569 0.327
C 6.025 -10.591 -0.198
C 4.892 -10.163 -1.014
N 5.203 -8.791 -1.669
H 5.433 -8.155 -0.919
H 5.972 -8.880 -2.318
C 4.080 -8.156 -2.553
C 2.666 -8.059 -1.881
O 2.847 -7.295 -0.707
C 1.784 -7.222 0.216
H 6.860 -9.836 2.323
H 5.410 -8.989 1.602
H 6.977 -8.183 1.827
H 5.563 -11.213 0.569
H 6.562 -11.420 -0.659
H 3.998 -10.045 -0.401
H 4.727 -10.824 -1.865
H 4.097 -8.897 -3.353
H 4.416 -7.243 -3.045
H 2.082 -8.975 -1.970
H 2.130 -7.341 -2.502
H 1.238 -8.132 0.466
H 1.157 -6.451 -0.232
H 2.197 -6.883 1.166
C -5.825 5.888 1.228
O -5.723 6.389 -0.112
C -4.479 6.914 -0.395
C -3.354 5.851 -0.409
N -3.758 4.586 -1.282
H -3.001 3.924 -1.193
H -4.497 4.080 -0.813
C -4.062 4.838 -2.779
C -2.964 5.587 -3.452
O -1.726 5.015 -2.991
C -1.285 3.997 -3.890
H -5.237 4.999 1.456
H -6.791 5.394 1.339
H -5.660 6.655 1.985
H -4.246 7.750 0.264
H -4.517 7.349 -1.393
H -3.042 5.578 0.599
H -2.464 6.208 -0.927
H -4.986 5.415 -2.755
H -4.353 3.864 -3.171
H -3.035 6.634 -3.158
H -3.106 5.570 -4.533
H -2.033 3.206 -3.945
H -0.424 3.428 -3.541
H -1.045 4.462 -4.847
B -6.341 -2.757 -0.747
F -6.514 -2.412 0.583
F -4.988 -2.878 -1.034
F -6.954 -3.957 -0.907
F -6.823 -1.757 -1.574
B 2.220 -2.019 -5.568
F 1.785 -0.992 -6.416
F 2.091 -1.552 -4.252
F 1.504 -3.202 -5.833
F 3.556 -2.233 -5.877
B -7.407 2.874 -0.258
F -8.118 3.396 0.807
F -6.801 3.896 -0.883
F -6.521 1.857 0.031
F -8.252 2.489 -1.246
B -0.206 7.102 1.013
F 1.122 7.419 1.279
F -0.353 7.157 -0.341
F -0.540 5.785 1.432
F -0.987 8.046 1.724
*
```